[1]
Here is a molecular structure, C5H8N2O in a non-equilibrium geometry from the OMol25 dataset. Energies are from ωB97M-V/def2-TZVPD.

Last column: Mulliken charge in e.
Positions of all 16 atoms, in Å:
H 2.01 1.68 1.15  0.257
H -2.17 -0.16 1.53  0.237
O -0.27 1.76 -0.21  -0.527
C 2.95 -0.13 0.05  0.343
C -1.17 -1.06 -0.24  -0.677
H 0.83 -1.11 -0.22  0.211
N 3.45 -1.14 0.04  -0.394
H -1.44 -1.03 -1.54  0.217
C 0.48 0.84 -0.16  0.378
H -3.20 -0.74 -0.06  0.359
C -2.36 -0.18 0.36  -0.961
C 2.05 1.03 0.15  -0.453
H -2.59 0.79 -0.02  0.322
N 0.22 -0.52 0.00  -0.161
H 2.41 1.98 -0.79  0.264
H -1.18 -2.00 -0.04  0.586

- Frontier orbital gap: 0.396 Ha
- E_tot: -379.9517 Eh
- E_HOMO: -0.3716 Ha
- Energy relative to the best compared isomer or geometry (same formula, charge and spin): 85.67 kcal/mol

***

[2]
Here is a single C5H8N2O molecule in a non-equilibrium geometry from the OMol25 dataset. Energies are from ωB97M-V/def2-TZVPD.

Last column: Mulliken charge in e.
Positions of all 16 atoms, in Å:
O 0.68 1.80 -2.53  -0.521
H -1.31 -1.20 -1.27  0.289
H -0.13 0.21 2.36  0.361
C -0.10 0.48 1.31  -0.870
H -2.04 0.13 1.05  0.205
N -1.19 -0.03 0.53  -0.282
C 1.14 0.02 0.50  -0.131
N 1.16 0.20 -0.95  -0.235
C 0.39 1.26 -1.42  0.197
H -0.52 1.79 -0.90  0.265
C 0.72 -1.09 -0.37  -0.201
H -0.38 1.64 1.27  0.295
H -1.08 -2.16 0.41  0.328
H 1.36 -1.93 -0.63  0.372
C -0.83 -1.23 -0.21  -0.583
H 2.10 0.09 0.84  0.511

- Frontier orbital gap: 0.358 Ha
- E_tot: -379.9693 Eh
- E_HOMO: -0.3308 Ha
- Energy relative to the best compared isomer or geometry (same formula, charge and spin): 74.59 kcal/mol
- Structure (SMILES): O=CN1[C@@H]2CNC[C@@H]21

***

Copy entry 2 word for word.
Here is a single C5H8N2O molecule in a non-equilibrium geometry from the OMol25 dataset. Energies are from ωB97M-V/def2-TZVPD.

Last column: Mulliken charge in e.
Positions of all 16 atoms, in Å:
O 0.68 1.80 -2.53  -0.521
H -1.31 -1.20 -1.27  0.289
H -0.13 0.21 2.36  0.361
C -0.10 0.48 1.31  -0.870
H -2.04 0.13 1.05  0.205
N -1.19 -0.03 0.53  -0.282
C 1.14 0.02 0.50  -0.131
N 1.16 0.20 -0.95  -0.235
C 0.39 1.26 -1.42  0.197
H -0.52 1.79 -0.90  0.265
C 0.72 -1.09 -0.37  -0.201
H -0.38 1.64 1.27  0.295
H -1.08 -2.16 0.41  0.328
H 1.36 -1.93 -0.63  0.372
C -0.83 -1.23 -0.21  -0.583
H 2.10 0.09 0.84  0.511

- Frontier orbital gap: 0.358 Ha
- E_tot: -379.9693 Eh
- E_HOMO: -0.3308 Ha
- Energy relative to the best compared isomer or geometry (same formula, charge and spin): 74.59 kcal/mol
- Structure (SMILES): O=CN1[C@@H]2CNC[C@@H]21